1.
19
Properties=species:S:1:pos:R:3:mulliken_charge:R:1 method="wB97M-V/def2-TZVPD" lumo_ev=0.965 homo_lumo_gap_ha=0.37002 relative_energy_kcal_mol=40.53 total_energy_ev=-10379.7921
N -1.76438 -0.89703 1.32270 -0.7064
C -0.60239 -0.36933 0.60735 0.2070
C 0.50041 -1.44226 0.37309 -0.5768
O 1.07921 -1.26796 -0.91792 -0.5485
C 0.00725 0.91439 1.25809 -0.6654
N -0.09340 2.03973 0.33710 -0.5675
H -1.53709 -1.63161 1.97995 0.2609
H -2.34510 -1.31494 0.60516 0.2620
H -0.97050 0.01335 -0.35876 0.2597
H 0.17042 -2.50903 0.42752 0.2814
H 1.32808 -1.31936 1.05316 0.2586
H 0.54108 -0.76964 -1.57391 0.4159
H 0.92953 0.81321 1.81009 0.4859
H -0.64782 0.99318 2.16882 0.2780
H -1.06780 2.25934 0.22045 0.2136
H 0.63027 2.72361 0.46602 0.1961
H 0.49417 1.30280 -1.80132 0.3814
H 1.62893 0.52441 -2.65612 0.3315
O 0.69675 0.75654 -2.58521 -0.7674

---

2.
6
Properties=species:S:1:pos:R:3:mulliken_charge:R:1 method="wB97M-V/def2-TZVPD" lumo_ev=-4.125 homo_lumo_gap_ha=0.18393 charge=+1 relative_energy_kcal_mol=0.00 total_energy_ev=-22202.0550
H -0.29703 -0.21011 -0.36499 0.0263
O -1.38764 -1.83303 -1.37998 -0.3707
C -1.03374 -0.68044 -1.27987 0.0808
Rb 4.27926 1.22713 1.89785 0.7717
Ca -0.21027 1.41845 3.11731 0.2347
H -1.35058 0.07800 -1.99033 0.2572

---

3.
17
Properties=species:S:1:pos:R:3:mulliken_charge:R:1 method="wB97M-V/def2-TZVPD" lumo_ev=0.700 homo_lumo_gap_ha=0.36120 relative_energy_kcal_mol=96.52 total_energy_ev=-12848.8912
C -2.37407 -0.31710 -0.54436 -0.4369
C -2.61268 1.03587 -0.37407 -0.0193
C -1.03781 0.48301 1.07538 -0.6709
C 1.75404 -1.13491 0.56411 -0.2258
C 1.97089 0.29331 0.63047 -0.2395
C 1.69985 0.53761 -0.80342 -0.1816
N -1.28220 -0.60356 0.28268 0.2424
N 1.42306 -1.55854 -0.63338 -0.4090
N 1.46032 -0.48674 -1.47677 -0.4194
O -1.74570 1.48920 0.54443 -0.1103
H -2.85687 -0.98970 -1.40905 0.2600
H -3.26936 1.84601 -0.72611 0.3855
H 1.91053 -1.89945 1.32385 0.4469
H 1.22753 0.72926 1.30750 0.3081
H 3.02212 0.56135 0.90284 0.3371
H 1.54406 1.54237 -1.17692 0.4376
H -0.83371 -1.52800 0.51281 0.2954